Density functional theory data (ωB97M-V/def2-TZVPD) for C6H11NO2 in the gas phase at a distorted geometry.

As for the gap between HOMO and LUMO: 8.11 eV. As for the LUMO energy: 0.63 eV. Its net charge is 0. Its structure (SMILES) is C/C(N)=C(/C)CC(=O)O. For the energy, the calculation gives -11984.1903 eV. The energy above the lowest of the compared OMol25 structures with the same formula, charge and spin is 47.92 kcal per mole. As for the HOMO energy: -7.5 eV.

Last column: Mulliken charge in e.
Cartesian coordinates (Å):
C1 -1.876 0.059 -0.239  0.68
H1 1.696 -1.195 -1.548  0.18
O1 -2.550 -0.831 -0.694  -0.58
C2 1.103 1.712 -0.061  -1.73
H2 2.255 0.388 -1.853  0.21
H3 0.757 1.999 0.927  0.36
C3 -1.060 0.010 1.228  -1.21
H4 -1.479 -0.745 1.888  0.37
H5 0.530 2.276 -0.796  0.33
N1 1.873 -0.270 -1.191  -0.53
H6 -0.531 -2.468 -0.436  0.36
C4 0.093 -2.045 0.355  -1.67
H7 2.144 2.005 -0.166  0.51
O2 -2.102 1.343 -0.631  -0.50
H8 1.105 -2.425 0.223  0.42
C5 0.961 0.239 -0.293  0.95
H9 -0.268 -2.477 1.289  0.36
C6 0.008 -0.540 0.329  0.89
H10 -1.755 1.965 0.021  0.35
H11 -0.905 1.001 1.647  0.24